88
Properties=species:S:1:pos:R:3:forces:R:3 method="wB97M-V/def2-TZVPD" e_above_lowest_kcal_mol=153.7 molar_mass_g_mol=1801.86 charge=0
C -3.037400 -3.378339 6.099345 0.60 -1.15 0.37
C -2.472084 -3.061583 4.649137 0.73 2.45 -3.30
C -2.288418 -1.602400 4.152945 0.55 -4.15 -1.67
B -2.655744 -0.264312 5.010719 0.07 1.98 0.30
O -3.726193 -0.138068 5.963748 2.86 -0.70 -0.59
O -1.860733 0.925833 4.758840 -0.46 -2.81 1.32
C -1.710164 -1.475660 2.744346 -0.04 0.98 0.37
N -1.347183 -2.435252 1.786073 -3.54 1.62 6.25
N -1.580217 -3.654161 2.282688 -0.56 -2.04 1.41
C -1.230192 -4.694329 1.196650 -0.76 -7.12 -6.74
O -0.145516 -5.374806 1.261171 -3.66 3.04 1.89
O -2.144367 -4.903870 0.160585 3.65 2.59 6.52
C -2.052859 -4.075646 3.530263 -0.39 2.17 2.35
C -2.259128 -5.589123 4.056193 -0.39 -2.34 -0.71
F -1.931016 -6.640637 3.200013 -0.75 2.95 1.99
F -3.687411 -5.718277 4.285028 3.77 0.36 -0.03
F -1.508928 -5.851156 5.268218 -2.36 1.15 -3.11
H -3.304387 -2.473916 6.740910 0.47 -0.96 -1.50
H -3.960573 -4.077592 6.108870 1.62 1.18 -0.42
H -2.207827 -3.952126 6.679534 -1.39 0.91 -1.07
H -3.269475 0.124623 6.811128 -1.00 0.17 -1.12
H -0.903398 0.695434 4.749480 -0.86 0.40 -0.48
H -1.529526 -0.388453 2.370174 -0.36 -2.35 0.71
C -0.653291 3.566855 2.006621 0.17 0.31 -0.04
Cl -0.532344 4.159341 3.669565 0.50 -0.17 -0.68
Cl -1.267979 1.906797 1.985030 0.09 0.36 -0.33
Cl -1.687742 4.629578 1.043309 0.13 -0.16 0.12
H 0.342942 3.567046 1.566744 -0.24 -0.04 0.06
C 1.658628 -3.014089 -0.803823 -0.37 -0.33 -0.15
Cl 1.451284 -3.283311 -2.540583 0.05 0.19 0.12
Cl 2.546972 -1.508953 -0.510411 0.08 0.08 0.04
Cl 0.090356 -2.979959 0.013017 2.45 1.65 -2.41
H 2.238923 -3.839197 -0.395997 -0.06 0.31 -0.10
C -3.222465 3.955906 -3.069154 -0.02 -0.08 0.11
Cl -4.202964 4.771802 -1.842336 0.05 -0.08 -0.14
Cl -2.533087 5.132996 -4.197515 0.00 -0.08 0.04
Cl -1.942233 3.001273 -2.308215 -0.15 0.06 -0.15
H -3.866962 3.280406 -3.629627 0.15 0.16 0.12
C -4.423785 7.652775 -6.381991 -0.02 -0.01 0.07
Cl -4.596894 7.373343 -8.121353 0.03 0.03 0.12
Cl -3.532308 9.151321 -6.079720 -0.29 -0.31 -0.01
Cl -6.010504 7.704061 -5.599676 0.15 -0.04 -0.05
H -3.858400 6.825531 -5.956107 -0.16 0.18 -0.10
C -2.938621 6.017278 5.945477 -0.08 0.10 0.14
Cl -2.725241 4.283132 5.654730 -0.58 0.14 0.52
Cl -3.941065 6.304208 7.376547 0.13 0.02 -0.24
Cl -1.364357 6.805507 6.125174 -0.12 -0.06 -0.07
H -3.442932 6.451122 5.083207 0.12 -0.13 0.18
C 6.085321 -0.531207 -2.112750 -0.03 0.07 -0.03
Cl 5.138627 0.360165 -3.312842 0.05 -0.11 0.14
Cl 7.030577 -1.809363 -2.890714 -0.08 0.02 0.09
Cl 7.144453 0.566874 -1.215547 -0.10 -0.11 -0.04
H 5.396198 -0.995145 -1.408281 0.14 0.07 -0.18
C 3.207111 -6.967360 -2.268861 -0.08 0.18 0.02
Cl 2.248752 -6.173782 -1.010669 0.03 -0.62 -0.06
Cl 3.867616 -5.774078 -3.396428 -0.01 -0.19 0.06
Cl 4.508738 -7.925475 -1.546024 -0.02 -0.03 -0.03
H 2.554443 -7.639316 -2.824150 0.15 0.15 0.14
C -6.157918 2.850404 6.324332 -0.04 -0.02 0.01
Cl -5.998347 3.456029 7.979379 0.01 -0.13 -0.13
Cl -6.844323 1.219410 6.323721 0.06 0.13 -0.02
Cl -7.157335 3.944344 5.356633 0.15 -0.06 0.05
H -5.165751 2.806987 5.877246 -0.22 0.02 0.11
C 10.056542 -1.937953 -5.651748 0.02 0.00 0.00
Cl 10.135351 -3.353245 -6.711442 -0.05 0.12 0.10
Cl 11.075029 -2.172612 -4.223716 -0.14 0.03 -0.10
Cl 10.539664 -0.477865 -6.527408 -0.09 -0.11 0.09
H 9.026198 -1.814128 -5.321212 0.23 -0.01 -0.07
C -5.997455 11.266694 -8.364739 0.00 0.00 0.00
Cl -6.169304 10.981039 -10.102842 0.04 -0.02 0.16
Cl -5.115180 12.771597 -8.065744 -0.03 -0.17 0.00
Cl -7.584067 11.309318 -7.581697 0.15 -0.05 -0.04
H -5.426065 10.443759 -7.936976 -0.11 0.18 -0.09
C -0.529075 11.565685 -6.770200 0.03 0.00 -0.08
Cl -0.475059 9.864731 -7.254301 0.18 0.20 0.02
Cl -0.462723 12.616955 -8.191832 0.01 -0.08 0.17
Cl -1.983998 11.902017 -5.816183 0.23 0.11 -0.03
H 0.341867 11.772213 -6.150135 -0.22 -0.04 -0.13
C 4.734693 -9.603047 2.105282 0.02 0.15 0.05
Cl 4.979990 -11.328702 1.792163 -0.09 0.07 0.02
Cl 3.756100 -9.369347 3.560815 0.06 -0.03 -0.17
Cl 6.289123 -8.771986 2.260519 -0.18 -0.08 -0.07
H 4.199324 -9.173601 1.259344 0.12 -0.11 0.17
C 8.321561 -11.608084 0.258601 0.01 0.04 0.00
Cl 7.378793 -10.710663 -0.940397 0.06 -0.08 0.08
Cl 9.268383 -12.883008 -0.522698 -0.10 0.07 0.08
Cl 9.378678 -10.514798 1.163594 -0.09 -0.13 -0.05
H 7.630274 -12.074416 0.958938 0.14 0.14 -0.16

=====

52
Properties=species:S:1:pos:R:3:forces:R:3 method="wB97M-V/def2-TZVPD" e_above_lowest_kcal_mol=0.0 molar_mass_g_mol=593.46 charge=+2
Ru -0.675825 0.047882 0.286681 0.14 -1.92 2.17
C 4.485271 1.873844 0.223224 0.02 0.01 -0.03
C 3.756940 1.585504 1.376196 -0.11 -0.07 0.06
C 2.633989 0.791154 1.302834 0.02 0.15 -0.01
C 2.273751 0.226349 0.069256 -0.13 -0.13 -0.07
C 3.008353 0.525821 -1.097552 0.12 0.00 0.01
C 4.099531 1.363122 -1.011163 -0.05 -0.06 -0.04
N 1.162217 -0.605864 -0.013164 0.15 0.78 -0.56
C 1.284050 -1.740116 -0.776954 -0.13 -0.21 0.11
C 2.505943 -2.358066 -1.121268 -0.01 -0.05 -0.02
C 2.486717 -3.507048 -1.878923 0.02 0.08 0.03
C 1.274099 -4.077100 -2.271341 -0.02 -0.01 -0.01
C 0.056427 -3.510601 -1.910137 0.05 0.12 0.06
C 0.071687 -2.342613 -1.180299 0.05 -0.07 -0.08
N -1.144843 -1.708819 -0.795160 -0.01 0.15 -0.13
N -1.468606 -0.728757 -1.579418 -0.11 0.57 -0.57
C -2.765086 -0.181611 -1.235978 -0.08 -0.08 -0.06
C -3.871785 -0.173668 -2.049225 0.08 0.07 0.09
C -4.988382 0.493627 -1.553599 0.03 -0.03 -0.02
C -4.930689 1.140804 -0.326876 0.05 0.01 0.06
C -3.756309 1.108622 0.406060 -0.06 0.03 0.03
N -2.708571 0.418539 -0.044831 0.18 0.24 -0.27
H 5.351646 2.517915 0.287218 0.01 0.02 0.00
H 4.069465 1.991045 2.327907 0.01 0.00 0.01
H 2.065888 0.550804 2.187855 -0.01 0.00 0.00
H 2.659420 0.166029 -2.055123 -0.01 0.00 -0.03
H 4.644177 1.630372 -1.905234 0.00 0.01 -0.02
H 3.436942 -1.953435 -0.754144 0.04 -0.02 0.05
H 3.415592 -3.987492 -2.150038 0.02 -0.02 0.02
H 1.278791 -4.987958 -2.854152 0.01 -0.02 -0.02
H -0.880486 -3.958333 -2.209552 -0.03 0.01 -0.01
H -3.857572 -0.643397 -3.020723 0.01 -0.03 -0.03
H -5.897322 0.523439 -2.137700 -0.02 0.02 -0.02
H -5.780874 1.687847 0.051761 -0.02 0.01 0.01
H -3.625113 1.638929 1.338939 -0.01 0.01 0.00
N -1.308006 -1.513469 1.689405 -0.15 -0.10 0.09
N -0.965881 -1.401151 3.052006 0.15 -0.09 -0.15
C -0.632539 -0.190757 3.512923 0.05 0.05 0.04
N -0.396908 -0.042172 4.809334 -0.06 -0.01 -0.03
S -0.548092 1.136149 2.460703 -0.01 0.59 -0.50
H -2.324871 -1.518908 1.592525 -0.02 -0.11 -0.01
H -0.970149 -2.408219 1.341668 0.01 0.06 0.05
H -1.078158 -2.212944 3.644567 -0.08 0.06 -0.03
H -0.545604 -0.778676 5.482273 -0.02 0.02 -0.01
H -0.167718 0.873771 5.163349 0.03 -0.01 0.00
Cl 1.818721 4.073633 -0.996626 0.00 -0.03 0.02
C 0.062596 3.978869 -1.222436 -0.12 -0.01 0.11
Cl -0.375084 3.795164 -2.922238 0.01 -0.02 0.01
C -0.506362 2.814295 -0.403181 0.10 -0.01 -0.30
O -1.314019 3.020007 0.476967 -0.17 0.17 0.26
O -0.053280 1.648836 -0.749270 0.07 -0.03 -0.24
H -0.364075 4.908802 -0.857346 0.02 -0.10 -0.03

=====

46
Properties=species:S:1:pos:R:3:forces:R:3 method="wB97M-V/def2-TZVPD" e_above_lowest_kcal_mol=11.9 s2=2.01 molar_mass_g_mol=588.21 charge=+2 multiplicity=3
W 0.113535 0.695680 -1.116822 1.10 -1.92 -0.65
Cl -6.385818 2.955183 1.397203 -0.14 0.08 0.05
C -4.992595 2.439781 0.555093 0.33 -0.14 -0.21
C -5.135424 1.556722 -0.530853 0.22 0.34 0.34
C -4.020745 1.102645 -1.202900 1.12 -0.01 -0.09
Cl -4.108386 -0.016127 -2.507963 -0.21 0.08 0.10
C -2.727502 1.502250 -0.797198 -1.83 0.85 1.46
O -1.662175 0.985695 -1.354127 -1.15 0.24 -0.94
C -2.580196 2.414563 0.301834 -0.57 -0.78 -0.96
C -1.290020 2.841866 0.728726 0.33 -0.06 -0.19
O -0.192963 2.434984 0.260623 -0.42 -0.08 0.19
C -3.741351 2.877690 0.950382 -0.03 -0.10 -0.12
H -6.118751 1.228018 -0.829341 -0.09 -0.05 -0.04
H -1.256042 3.596211 1.523515 0.12 -0.05 -0.06
H -3.651214 3.565907 1.776575 -0.01 0.10 0.10
C 4.578531 2.495834 -0.859739 -0.48 -0.13 -0.06
C 4.412964 1.195041 -0.395658 -0.16 0.06 -0.04
C 3.160603 0.614889 -0.437845 -0.28 -0.24 0.09
N 2.066408 1.267568 -0.908352 1.99 1.16 0.18
C 2.249186 2.527484 -1.382837 -0.07 0.16 -0.24
C 3.470155 3.167688 -1.372884 0.03 -0.15 0.08
H 5.544594 2.974486 -0.837946 0.11 0.04 0.03
H 5.245919 0.640609 0.010761 -0.01 -0.08 -0.05
H 2.999064 -0.411589 -0.110671 0.03 0.27 -0.02
H 1.364292 3.019553 -1.815863 0.41 -0.10 0.28
H 3.559252 4.173091 -1.755445 -0.06 0.02 -0.05
C 0.567593 -0.369051 -2.935001 -0.13 0.29 0.12
Si -0.255969 -1.065727 0.564629 -0.46 -1.54 1.42
C -1.850192 -1.019050 1.631838 0.41 0.25 -0.96
C 0.647949 -2.664869 1.046472 -0.14 0.89 -0.46
C -0.045105 -3.883758 0.968453 -0.14 0.42 0.00
C 0.582467 -5.069943 1.294833 0.00 -0.07 -0.02
C 1.908844 -5.069968 1.698927 -0.13 0.11 -0.02
C 2.601499 -3.872614 1.801563 0.07 -0.02 0.09
C 1.982599 -2.681311 1.476484 -0.15 0.19 -0.20
H -0.180247 -1.071269 -3.333143 -0.04 0.20 0.33
H 1.522397 -0.915295 -2.988029 -0.13 0.21 0.30
H 0.646722 0.439716 -3.696589 -0.02 -0.17 0.23
H -2.326170 -1.999165 1.660241 0.15 -0.18 -0.07
H -2.596052 -0.305720 1.283034 0.03 0.08 -0.01
H -1.603675 -0.775476 2.665657 0.26 0.05 0.07
H -1.076423 -3.900252 0.646562 -0.13 -0.08 0.00
H 0.031774 -5.995705 1.242004 -0.04 -0.10 -0.05
H 2.393190 -6.001592 1.941933 0.08 -0.10 0.06
H 3.622517 -3.872204 2.147660 0.13 0.02 0.03
H 2.524960 -1.752469 1.594205 0.12 0.03 0.00

=====

51
Properties=species:S:1:pos:R:3:forces:R:3 method="wB97M-V/def2-TZVPD" molar_mass_g_mol=629.67 charge=-1 e_tot_ha=-3713.0940
Fe 0.638553 -0.492020 -0.542852 0.37 -1.16 -1.04
C -0.561099 1.163052 5.004097 0.05 0.04 0.06
C -1.366452 0.819404 3.760986 -0.03 -0.06 -0.10
N -1.006871 1.628225 2.614117 0.19 0.16 0.02
C -0.145563 1.240992 1.624427 -0.27 -0.81 0.12
S 0.887352 -0.173102 1.841229 -0.50 0.23 0.03
N -0.229078 1.880659 0.500071 0.78 1.25 -0.87
N 0.802037 1.388382 -0.357092 -0.47 -0.62 1.98
C 1.981496 1.858130 -0.159542 -0.48 0.86 -0.72
C 2.193032 3.209128 0.434454 0.26 0.10 0.28
C 3.068597 0.949989 -0.523390 0.49 -0.35 -0.28
C 4.419347 1.287070 -0.591964 -0.33 0.22 0.07
C 5.345229 0.300579 -0.858785 0.12 -0.30 -0.06
C 4.912921 -1.006842 -1.049611 0.13 0.24 0.03
C 3.560502 -1.276346 -0.956078 -0.19 -0.02 0.02
N 2.665680 -0.324805 -0.695953 -0.07 0.27 0.07
H -0.901279 0.579823 5.862658 -0.01 -0.02 0.00
H -0.654057 2.223615 5.248306 -0.01 0.00 0.00
H 0.492757 0.940771 4.833447 0.00 0.01 -0.01
H -2.434851 0.958187 3.945888 0.01 0.01 0.01
H -1.206197 -0.228321 3.503372 -0.05 0.00 0.02
H -1.624565 2.373424 2.337026 -0.05 -0.03 0.00
H 2.092466 3.171949 1.521135 0.01 -0.03 0.01
H 1.435581 3.893651 0.057487 -0.04 -0.05 0.04
H 3.181069 3.604419 0.200265 -0.01 -0.01 -0.01
H 4.731676 2.308685 -0.429308 0.01 0.00 -0.03
H 6.398699 0.544468 -0.912262 0.00 0.00 -0.01
H 5.606508 -1.809331 -1.255733 0.02 0.00 0.01
H 3.158087 -2.275447 -1.070997 -0.03 -0.01 0.01
I 0.481260 -0.218684 -3.255832 0.34 -0.06 0.02
C -1.584257 -0.197632 -3.120943 -0.29 -0.05 0.23
C -2.306127 0.034469 -4.252678 -0.18 0.00 0.00
C -3.717730 -0.026559 -4.186313 0.14 0.04 -0.07
C -4.320089 -0.350327 -3.009820 -0.03 -0.03 0.08
C -3.567208 -0.607966 -1.834109 -0.17 -0.02 0.00
C -4.218214 -0.992236 -0.639626 0.00 0.03 -0.09
C -3.472485 -1.254816 0.471200 0.07 -0.05 0.06
C -2.070665 -1.102154 0.452954 -0.11 -0.01 0.02
C -1.359763 -0.697699 -0.658703 0.05 0.23 0.05
C -2.147323 -0.499567 -1.846090 0.05 0.06 -0.01
H -1.813712 0.248763 -5.191328 0.01 0.00 -0.01
H -4.304815 0.170480 -5.074624 0.00 -0.01 -0.01
H -5.400594 -0.426844 -2.952521 -0.01 0.00 0.01
H -5.297781 -1.094055 -0.636635 -0.01 0.01 0.00
H -3.959473 -1.587905 1.382095 0.00 0.01 0.01
H -1.525290 -1.319545 1.364329 -0.03 -0.01 -0.01
O 1.882489 -4.478279 -0.186857 -0.13 0.05 0.02
Cl 0.614368 -3.787921 -0.156686 0.13 0.35 -0.02
O 0.232807 -3.475351 1.188536 0.06 -0.08 -0.14
O -0.393307 -4.553527 -0.824904 0.06 0.01 0.04
O 0.806320 -2.521018 -0.916865 0.11 -0.37 0.18